{"formula": "C4H6O2", "method": "ωB97M-V/def2-TZVPD", "elements": ["O", "C", "C", "C", "C", "O", "H", "H", "H", "H", "H", "H"], "xyz": [[-2.527933, 1.050627, 0.826367], [-1.790913, 0.177572, 1.230022], [-0.531662, -0.201987, 0.566831], [-0.068572, 0.408443, -0.529849], [1.204312, -0.361284, -1.120460], [2.021271, -0.319168, 0.027809], [-2.040700, -0.413267, 2.134262], [0.017009, -1.059896, 0.952221], [-0.607654, 1.295555, -0.886179], [1.759967, 0.154035, -1.908631], [0.911688, -1.363523, -1.460482], [1.653188, 0.632892, 0.168091]], "atomic_forces_ev_per_a": [[0.206, -0.287, 0.234], [-0.222, 0.446, 0.046], [-0.108, 0.001, -0.317], [-0.327, -1.412, -0.927], [-1.528, 1.129, -0.334], [-0.106, 2.226, 0.264], [-0.089, 0.117, -0.082], [-0.274, 0.095, 0.040], [0.444, -0.413, -0.330], [-0.611, 0.024, -0.365], [0.238, 0.161, 0.337], [2.376, -2.085, 1.433]], "relative_energy_ev": 2.833, "gap_ev": 9.6, "smiles": "O=C/C=C/CO", "homo_ev": -10.0011}



{"formula": "C6H8CrLiO6", "method": "ωB97M-V/def2-TZVPD", "elements": ["O", "C", "C", "O", "O", "C", "H", "H", "H", "H", "O", "C", "C", "O", "O", "C", "H", "H", "H", "H", "Cr", "Li"], "xyz": [[1.788927, -0.738631, 1.154074], [1.299053, 0.443199, 0.695612], [2.417404, -1.385607, 0.035776], [0.163088, 0.292409, -0.146912], [2.455380, 0.953618, -0.259703], [3.075446, -0.228217, -0.732544], [1.658597, -1.893515, -0.575226], [3.144628, -2.102721, 0.432358], [2.899589, -0.344854, -1.813409], [4.153496, -0.166768, -0.523223], [-1.642129, 0.056892, 1.257980], [-0.999199, 0.905944, 0.362087], [-2.349288, -0.895840, 0.482324], [-0.802092, 2.123872, 0.873131], [-1.893901, 1.016457, -0.743840], [-2.834664, -0.060029, -0.707110], [-3.165328, -1.303618, 1.086084], [-1.680000, -1.708581, 0.165164], [-3.837975, 0.354247, -0.543752], [-2.806090, -0.607766, -1.655757], [1.001181, 2.334670, 1.443743], [-2.046117, 2.954846, -0.286850]], "atomic_forces_ev_per_a": [[-0.528, 0.516, 0.042], [1.696, 1.009, -1.458], [0.202, -0.205, -0.089], [-0.089, 0.136, 0.091], [-2.271, -0.360, 1.593], [0.507, -0.299, -0.312], [0.206, 0.072, 0.212], [-0.317, 0.153, -0.102], [0.179, 0.122, 0.322], [-0.305, -0.040, -0.158], [0.127, 0.505, 0.251], [-0.238, -1.910, -0.409], [-0.091, -0.378, -0.130], [-0.261, 0.951, 0.006], [0.105, 0.834, -0.097], [-0.389, -0.431, -0.086], [0.224, 0.112, -0.129], [-0.157, 0.224, 0.068], [0.223, -0.134, -0.051], [0.000, 0.182, 0.233], [1.140, -0.634, 0.242], [0.038, -0.422, -0.038]], "relative_energy_ev": 0.607, "gap_ev": [8.5, 8.3], "s_squared": 6.07, "homo_ev": [-12.7452, -12.7643], "charge": 1, "spin_multiplicity": 5}



{"formula": "C24H26N2O5", "method": "ωB97M-V/def2-TZVPD", "elements": ["C", "O", "C", "C", "C", "C", "C", "C", "N", "C", "C", "C", "O", "O", "C", "C", "C", "O", "N", "C", "C", "C", "C", "C", "C", "C", "C", "C", "C", "C", "O", "H", "H", "H", "H", "H", "H", "H", "H", "H", "H", "H", "H", "H", "H", "H", "H", "H", "H", "H", "H", "H", "H", "H", "H", "H", "H"], "xyz": [[-3.074478, 3.114210, 0.601578], [-3.113145, 1.718567, 0.432458], [-4.315637, 1.098731, 0.261295], [-5.542382, 1.744818, 0.338393], [-6.724851, 1.038601, 0.190690], [-6.697999, -0.322707, -0.039657], [-5.482584, -0.976668, -0.139333], [-4.288146, -0.285373, 0.003470], [-3.067673, -0.977333, -0.110065], [-1.931730, -0.423464, -0.818632], [-0.985735, -1.625674, -1.019221], [0.434089, -1.122953, -0.867057], [1.123296, -1.267810, 0.109957], [0.804130, -0.441860, -1.946590], [2.026706, 0.303808, -1.841729], [2.105528, 1.177653, -3.084397], [1.911278, 1.162921, -0.570472], [0.890245, 1.796190, -0.371780], [2.933149, 1.145113, 0.312068], [2.671154, 1.732216, 1.626198], [3.343289, 0.955764, 2.759956], [3.542411, -0.505963, 2.348747], [4.464695, -0.481728, 1.173378], [5.628999, -1.221360, 1.066297], [6.454301, -1.073775, -0.036618], [6.132462, -0.160253, -1.025725], [4.975335, 0.593674, -0.928178], [4.129693, 0.417867, 0.158783], [-1.407831, -2.602144, 0.069805], [-2.832500, -2.203711, 0.426780], [-3.608070, -2.861365, 1.080049], [-2.015720, 3.367490, 0.636520], [-3.555219, 3.421113, 1.536096], [-3.543705, 3.635072, -0.239039], [-5.584776, 2.804943, 0.532333], [-7.665942, 1.562688, 0.263270], [-7.616784, -0.877257, -0.149454], [-5.449038, -2.038714, -0.318404], [-1.442344, 0.358887, -0.228668], [-2.251075, 0.014948, -1.766603], [-1.109029, -2.045882, -2.019439], [2.861787, -0.401583, -1.774321], [2.047505, 0.557419, -3.974712], [3.034368, 1.739761, -3.098124], [1.268723, 1.871745, -3.079249], [3.007068, 2.775154, 1.620296], [1.584613, 1.729712, 1.747619], [4.320137, 1.389709, 2.986806], [2.726754, 1.025291, 3.655945], [2.582781, -0.936280, 2.052526], [3.957911, -1.092382, 3.167736], [5.887389, -1.920411, 1.848168], [7.356309, -1.661206, -0.117526], [6.786375, -0.026792, -1.874321], [4.733667, 1.322370, -1.686722], [-0.777425, -2.479378, 0.954296], [-1.365658, -3.646704, -0.233239]], "atomic_forces_ev_per_a": [[0.037, 0.258, 0.033], [-0.194, -0.462, -0.014], [-0.022, -0.146, -0.019], [0.154, 0.188, 0.021], [-0.022, -0.063, 0.003], [-0.072, 0.033, -0.013], [0.053, 0.082, -0.004], [-0.224, 0.200, 0.084], [0.029, 0.340, -0.122], [0.338, 0.355, -0.188], [0.121, 0.003, 0.155], [-0.417, -0.500, 0.114], [0.103, 0.008, -0.012], [0.002, 0.229, -0.434], [0.217, 0.082, 0.058], [-0.157, -0.266, 0.265], [-0.005, -0.165, -0.315], [-0.159, 0.102, -0.116], [0.127, 0.179, 0.252], [-0.235, 0.358, 0.288], [0.033, -0.084, -0.035], [0.006, 0.089, 0.090], [-0.155, 0.006, -0.077], [-0.025, 0.043, -0.037], [0.079, -0.016, -0.026], [0.035, -0.052, -0.090], [-0.045, 0.036, 0.153], [0.443, -0.291, -0.171], [0.046, -0.021, -0.019], [0.327, -0.457, 0.068], [-0.144, -0.146, 0.149], [-0.084, 0.047, 0.009], [-0.002, -0.021, -0.051], [0.001, -0.029, 0.036], [0.044, 0.091, 0.012], [-0.075, 0.045, 0.010], [-0.081, -0.057, -0.011], [0.033, -0.073, -0.011], [-0.060, -0.124, -0.190], [0.057, 0.009, 0.070], [-0.012, 0.038, 0.068], [-0.240, 0.139, -0.032], [0.042, -0.037, -0.083], [0.088, 0.058, -0.020], [-0.036, 0.069, -0.007], [-0.126, -0.062, 0.060], [0.201, 0.033, -0.001], [-0.035, -0.026, 0.061], [0.005, 0.080, 0.012], [-0.007, -0.047, 0.057], [-0.004, -0.039, -0.024], [0.017, -0.066, 0.095], [0.086, -0.045, -0.005], [0.056, 0.006, -0.074], [-0.028, 0.093, -0.057], [-0.063, -0.029, -0.016], [-0.053, 0.021, 0.052]], "relative_energy_ev": 0.449, "gap_ev": 8.9, "smiles": "COc1ccccc1N1C[C@@H](C(=O)O[C@@H](C)C(=O)N2CCCc3ccccc32)CC1=O", "homo_ev": -8.1748}